# 1
Here is CH4O2S in the gas phase in a non-equilibrium geometry from the Open Molecules 2025 dataset. Energies are from the ωB97M-V functional and the def2-TZVPD basis.

Output
Energy relative to the best compared isomer or geometry (same formula, charge and spin), kcal/mol: 11.71
Maximum force, hartree/bohr: 0.1195
Multiplicity: 3
Gap between HOMO and LUMO (alpha / beta), Ha: 0.33479 / 0.28432
Expectation value of S²: 2.016

Positions of all 8 atoms, in Å:
S (-0.0172, 0.5632, -0.8583)
O (0.6704, 1.9522, -0.7373)
O (-1.7944, -0.3482, -0.4371)
C (0.8845, -0.4329, 0.4335)
H (-2.5641, 0.1127, -0.4634)
H (1.8265, -0.6251, 0.1847)
H (0.7808, 0.1354, 1.2907)
H (0.2136, -1.3574, 0.5873)

Charge distribution, Löwdin scheme, values in e: number 1, S, carries 0.9768; number 2, O, carries -0.4975; number 3, O, carries -0.2947; number 4, C, carries -0.2116; number 5, H, carries -0.0673; number 6, H, carries -0.0097; number 7, H, carries 0.0186; number 8, H, carries 0.0854



# 2
Here is C4H7O2P in the gas phase in a non-equilibrium geometry from the Open Molecules 2025 dataset. Energies are from the ωB97M-V functional and the def2-TZVPD basis.

Output
Energy relative to the best compared isomer or geometry (same formula, charge and spin), kcal/mol: 72.58
SMILES: C/P=C(/C)OC=O
Maximum force, hartree/bohr: 0.0765
Gap between HOMO and LUMO, Ha: 0.31026

Positions of all 14 atoms, in Å:
P (1.4392, 0.3972, 1.2310)
O (-2.7854, 0.2421, -1.6696)
O (-0.8907, 0.1544, -0.4705)
C (0.7814, -1.5866, -0.6557)
C (0.2607, -0.3455, 0.1306)
C (0.4645, 2.0094, 1.7127)
C (-1.8342, -0.4131, -1.4126)
H (0.3525, -2.4100, -0.1194)
H (-1.4997, -1.3875, -1.6504)
H (0.3762, 2.5280, 0.6975)
H (1.1580, 2.5451, 2.2613)
H (-0.3786, 1.5101, 2.2403)
H (0.6217, -1.4804, -1.7577)
H (1.9347, -1.7632, -0.5375)

Charge distribution, Löwdin scheme, values in e: number 1, P, carries 0.9058; number 2, O, carries 0.1349; number 3, O, carries -0.0814; number 4, C, carries -0.1599; number 5, C, carries -0.6035; number 6, C, carries -0.3427; number 7, C, carries -0.2363; number 8, H, carries 0.0571; number 9, H, carries 0.1149; number 10, H, carries 0.0499; number 11, H, carries -0.0416; number 12, H, carries 0.0294; number 13, H, carries 0.0818; number 14, H, carries 0.0917



# 3
Here is a molecular structure, C21H13AgBrNO4 from the Open Molecules 2025 dataset. Energies are from the ωB97M-V functional and the def2-TZVPD basis.

Output
Energy relative to the best compared isomer or geometry (same formula, charge and spin), kcal/mol: 0.00
Maximum force, hartree/bohr: 0.0079
Gap between HOMO and LUMO, Ha: 0.20655
Charge: -2

Positions of all 41 atoms, in Å:
Ag (-0.0352, 0.9997, 1.2583)
Br (2.4114, 7.2215, -0.5098)
O (-2.3994, 0.6917, -0.1828)
O (2.2985, -0.7878, 0.0300)
O (2.6597, -2.9807, 0.2306)
O (-3.9235, -0.8205, -0.8929)
N (-0.4708, -1.2934, -0.2220)
C (0.0530, -3.6299, -0.1999)
C (-0.2990, -3.1683, 6.9346)
C (-1.3317, -3.5047, 4.3880)
C (-0.1211, -2.1810, 5.9793)
C (-1.7533, -1.5843, -0.4092)
C (-1.2836, -3.9405, -0.3982)
C (0.7013, 2.8994, 0.5501)
C (2.0758, 3.1696, 0.4218)
C (-0.1244, 4.0147, 0.3279)
C (2.5990, 4.4255, 0.1109)
C (-0.9932, -4.3336, 6.6282)
C (-0.4467, -1.3114, 3.6892)
C (-0.6317, -2.3217, 4.6776)
C (0.3525, 5.2890, 0.0173)
C (-2.7952, -0.4340, -0.5067)
C (-2.1917, -2.9064, -0.5186)
C (0.4040, -2.2887, -0.1352)
C (1.8418, -1.8928, 0.0483)
C (1.7179, 5.4716, -0.0837)
C (-0.2926, -0.4650, 2.8142)
C (-1.5073, -4.4899, 5.3461)
H (-1.7337, -3.6259, 3.3901)
H (-2.0534, -5.3917, 5.0911)
H (-1.2017, 3.8908, 0.3892)
H (0.1074, -3.0291, 7.9308)
H (3.5300, -2.5812, 0.3687)
H (0.8095, -4.3942, -0.0975)
H (-3.2465, -3.0718, -0.6850)
H (0.4189, -1.2735, 6.2177)
H (-1.1324, -5.1054, 7.3763)
H (-1.6082, -4.9735, -0.4543)
H (2.7881, 2.3620, 0.5669)
H (-0.3275, 6.1174, -0.1433)
H (3.6679, 4.5833, 0.0248)

Charge distribution, Löwdin scheme, values in e: number 1, Ag, carries 0.6219; number 2, Br, carries 0.5724; number 3, O, carries -0.0777; number 4, O, carries 0.0884; number 5, O, carries 0.0568; number 6, O, carries -0.0859; number 7, N, carries 0.1582; number 8, C, carries -0.0284; number 9, C, carries -0.1275; number 10, C, carries -0.0523; number 11, C, carries -0.0612; number 12, C, carries -0.1648; number 13, C, carries -0.0764; number 14, C, carries -0.2544; number 15, C, carries -0.1753; number 16, C, carries -0.1660; number 17, C, carries -0.1871; number 18, C, carries -0.1445; number 19, C, carries -0.2181; number 20, C, carries -0.2863; number 21, C, carries -0.1829; number 22, C, carries -0.6918; number 23, C, carries -0.0121; number 24, C, carries -0.2153; number 25, C, carries -0.4636; number 26, C, carries -0.7214; number 27, C, carries -0.1380; number 28, C, carries -0.1219; number 29, H, carries 0.1055; number 30, H, carries 0.0868; number 31, H, carries 0.0749; number 32, H, carries 0.0846; number 33, H, carries 0.1092; number 34, H, carries 0.0992; number 35, H, carries 0.1021; number 36, H, carries 0.1039; number 37, H, carries 0.0780; number 38, H, carries 0.0914; number 39, H, carries 0.0654; number 40, H, carries 0.0780; number 41, H, carries 0.0762



# 4
Here is C6H10N2O5 in the gas phase in a non-equilibrium geometry from the Open Molecules 2025 dataset. Energies are from the ωB97M-V functional and the def2-TZVPD basis.

Output
Energy relative to the best compared isomer or geometry (same formula, charge and spin), kcal/mol: 58.20
SMILES: N[C@@H](CC(=O)O)C(=O)NCC(=O)O
Maximum force, hartree/bohr: 0.0873
Gap between HOMO and LUMO, Ha: 0.35985

Positions of all 23 atoms, in Å:
O (-3.6296, -1.6685, -1.1020)
O (4.3189, -0.5848, 0.5504)
O (-0.5518, 1.9408, -1.4172)
O (3.7219, -0.1252, -1.5204)
O (-3.7464, 0.4022, -0.3550)
N (-1.5732, 1.2653, 1.1021)
N (1.2835, 0.6365, -0.8764)
C (-0.7456, 0.2574, 0.4658)
C (3.4384, -0.3009, -0.3689)
C (1.9593, -0.4122, -0.0626)
C (-1.6289, -0.9390, -0.0490)
C (-3.0529, -0.7517, -0.5580)
C (-0.0205, 1.0331, -0.7478)
H (1.5890, -1.4225, -0.3824)
H (3.9509, -0.9048, 1.3920)
H (0.0946, -0.1587, 0.9693)
H (-1.8075, -1.4491, 0.8893)
H (-1.8302, 0.8572, 1.9845)
H (1.9676, 1.0626, -1.5286)
H (-1.1851, -1.6081, -0.9151)
H (-1.0605, 2.0642, 1.2823)
H (-3.2617, 0.9524, 0.2538)
H (1.7697, -0.1464, 0.9939)

Charge distribution, Löwdin scheme, values in e: number 1, O, carries 0.0852; number 2, O, carries 0.1643; number 3, O, carries 0.0498; number 4, O, carries 0.1299; number 5, O, carries 0.1075; number 6, N, carries 0.0706; number 7, N, carries 0.0798; number 8, C, carries -0.2786; number 9, C, carries -0.5433; number 10, C, carries -0.0899; number 11, C, carries -0.0292; number 12, C, carries -0.5095; number 13, C, carries -0.3933; number 14, H, carries 0.1588; number 15, H, carries 0.1383; number 16, H, carries 0.0735; number 17, H, carries 0.1176; number 18, H, carries 0.0999; number 19, H, carries 0.1527; number 20, H, carries 0.1748; number 21, H, carries 0.0705; number 22, H, carries 0.0510; number 23, H, carries 0.1196